{"formula": "C9H14OS", "method": "ωB97M-V with the def2-TZVPD basis set", "elements": ["C", "C", "S", "H", "H", "H", "H", "H", "H", "C", "C", "C", "C", "C", "C", "C", "O", "H", "H", "H", "H", "H", "H", "H", "H"], "xyz": [[-0.9070, 2.1690, 1.6191], [0.6616, 2.8089, -0.6722], [-0.8094, 3.4399, 0.1566], [-1.4878, 2.5708, 2.5052], [-1.2062, 1.1359, 1.2991], [0.0528, 1.9834, 2.0241], [0.6984, 3.5483, -1.4789], [0.5492, 1.7601, -1.0442], [1.6169, 2.8362, -0.1997], [1.8017, -2.0175, 2.1873], [-1.1128, -2.1770, -0.2627], [-0.2073, -2.4397, 0.7927], [-0.6153, -1.4415, -1.2836], [1.1827, -2.0784, 0.8621], [0.7054, -1.1365, -1.3737], [1.6326, -1.3797, -0.3429], [-1.3732, -0.9889, -2.3463], [-2.0961, -2.5428, -0.3206], [-0.6751, -2.9584, 1.6830], [-2.1539, -1.5178, -2.4603], [0.9887, -0.6538, -2.2510], [2.8669, -2.2326, 2.0741], [1.4094, -2.6561, 3.0537], [2.6619, -1.1778, -0.4276], [1.8612, -1.0682, 2.6514]], "atomic_forces_ev_per_a": [[-1.048, 0.379, -0.456], [-0.835, -0.462, -1.206], [0.202, -1.836, 2.222], [0.207, -0.439, -1.464], [-0.427, 1.179, 0.023], [1.407, 0.347, 0.167], [0.285, -0.543, -0.386], [-0.241, 0.964, 0.033], [0.453, 0.355, 1.055], [1.794, -1.817, 1.634], [2.138, -0.225, 1.337], [-0.295, -0.779, 1.186], [-0.929, 0.274, -1.606], [-3.806, 1.701, -2.561], [2.107, -0.039, 1.961], [-2.308, -1.918, 1.544], [0.566, 0.150, 0.129], [-1.182, -0.369, 0.456], [0.810, 0.569, -0.965], [-0.582, -0.334, 0.081], [0.727, 0.776, -1.350], [0.174, -0.436, 0.219], [0.217, 0.368, -1.748], [1.056, 0.619, -0.305], [-0.490, 1.515, 0.001]], "smiles": "Cc1ccc(O)cc1.CSC", "e_homo_ha": -0.311, "homo_lumo_gap_ev": 9.259, "lumo_energy_ev": 0.80, "e_above_lowest_kcal_mol": 32.1, "total_energy_ev": -22441.2528}


{"formula": "C4H12FeO8P", "method": "ωB97M-V with the def2-TZVPD basis set", "elements": ["Fe", "P", "O", "O", "O", "O", "C", "C", "O", "O", "H", "H", "H", "H", "H", "H", "C", "C", "O", "O", "H", "H", "H", "H", "H", "H"], "xyz": [[-3.2809, -20.5142, 3.6657], [-3.0260, -23.8185, 2.7363], [-4.0563, -24.9861, 2.8222], [-2.6312, -23.0566, 4.0612], [-3.9754, -22.6991, 2.2930], [-1.7952, -24.0808, 1.7895], [0.1827, -19.6649, 3.0992], [-0.0703, -18.5827, 4.1871], [-1.1688, -19.0272, 4.9146], [-0.8869, -19.7024, 2.2689], [0.2870, -20.6781, 3.4874], [1.0855, -19.4311, 2.5349], [-0.2360, -17.6345, 3.6757], [0.7856, -18.4743, 4.8534], [-1.1168, -18.5295, 5.7339], [-0.5816, -20.2144, 1.5164], [-6.4890, -18.6555, 4.5387], [-5.7853, -17.5558, 3.7531], [-4.6992, -18.0837, 3.0093], [-5.4665, -19.4596, 5.1541], [-7.1461, -19.3330, 3.9934], [-7.1289, -18.1889, 5.2877], [-5.4219, -16.8424, 4.4928], [-6.4505, -17.0029, 3.0898], [-4.5568, -17.4097, 2.3407], [-5.9143, -20.0329, 5.7806]], "atomic_forces_ev_per_a": [[0.089, -1.836, -0.355], [1.701, -2.297, -1.162], [1.512, 0.790, 0.501], [0.311, 0.406, 0.380], [-1.522, 3.008, -1.229], [-2.041, 0.594, 1.881], [1.649, 0.445, 1.877], [1.093, -1.427, -1.484], [-0.760, 0.354, 0.750], [-2.044, 0.443, -1.728], [0.400, 0.085, 0.825], [0.373, 0.267, 0.097], [-0.221, 0.214, -0.047], [0.324, -0.074, -0.144], [-0.606, -0.222, 0.267], [-0.740, -0.357, -0.287], [0.256, -0.495, 0.007], [-0.169, -0.371, 0.545], [-0.231, 0.151, -0.077], [-0.151, 0.582, -0.077], [0.134, 0.209, -0.665], [0.069, 0.225, 0.226], [0.228, 0.134, 0.128], [-0.392, -0.204, 0.042], [0.538, -0.324, -0.294], [0.199, -0.299, 0.024]], "total_charge": -1, "e_homo_ha": [-0.106, -0.093], "homo_lumo_gap_ev": [4.913, 4.595], "lumo_energy_ev": [2.04, 2.06], "e_above_lowest_kcal_mol": 120.5, "spin_multiplicity": 5, "total_energy_ev": -64395.8808}